122
Properties=species:S:1:pos:R:3:forces:R:3 method="wB97M-V/def2-TZVPD" orbital_gap_ev="4.1 / 3.9" spin_multiplicity=2 molar_mass_g_mol=1180.46 charge=+1 lumo_energy_ha="-0.158 / -0.163" homo_energy_ev="-8.349 / -8.349" s2=0.76 total_energy_ev=-226016.37557
Re -0.976323 0.093701 0.168576 -0.314 -0.520 -0.036
N -0.926672 0.442677 2.265045 0.179 0.477 -0.140
C -2.106806 -0.005497 3.047777 -0.121 -0.108 -0.015
C -2.305775 -1.506319 2.936274 0.055 0.072 -0.115
C -2.408088 -1.972048 1.504094 -0.052 0.369 0.302
O -2.775080 -1.169552 0.622623 0.126 0.149 -0.228
O -2.239144 -3.230474 1.300789 -0.081 -0.224 0.145
H -0.092316 -0.025614 2.617673 -0.003 0.006 0.054
H -0.790330 1.438214 2.433753 -0.066 -0.058 0.106
H -2.983820 0.519631 2.665965 0.112 0.011 -0.005
H -1.957315 0.290359 4.086093 -0.082 -0.091 0.046
H -3.275746 -1.745519 3.384789 0.022 -0.106 0.031
H -1.559019 -2.090283 3.470802 0.007 0.021 -0.051
C -2.182546 3.471333 -1.014916 -0.034 -0.069 0.014
C -1.024038 3.043260 -1.893212 0.043 0.010 0.001
As 0.311735 2.053619 -0.829593 0.177 0.060 0.091
C 0.844365 3.442447 0.408062 -0.089 0.073 -0.064
C 1.043084 4.734814 -0.068670 0.019 -0.040 0.020
C 1.388015 5.754254 0.807400 0.002 0.016 0.030
C 1.525573 5.493324 2.163313 0.005 0.002 -0.004
C 1.338959 4.204544 2.643022 -0.005 0.004 -0.018
C 1.003054 3.185127 1.764434 0.050 -0.046 0.007
C 1.701483 2.009620 -2.168596 0.071 0.079 0.056
C 2.983386 2.465235 -1.885596 -0.046 0.097 -0.093
C 3.940415 2.489681 -2.891951 -0.065 0.082 -0.110
C 3.615783 2.070122 -4.173491 0.026 0.050 0.025
C 2.327887 1.636108 -4.460190 -0.027 -0.067 -0.017
C 1.368956 1.608431 -3.459155 0.038 -0.012 -0.079
As -2.878378 1.830975 -0.224575 -0.092 -0.031 -0.079
C -3.994516 1.135636 -1.634127 0.005 0.065 -0.014
C -3.551915 0.006959 -2.315348 0.000 0.006 0.007
C -4.239639 -0.465326 -3.423654 -0.023 0.004 0.014
C -5.391241 0.185880 -3.841508 0.011 -0.013 -0.011
C -5.846323 1.307049 -3.158866 -0.015 0.005 0.003
C -5.147731 1.787370 -2.061747 -0.007 0.031 -0.003
C -4.075136 2.409865 1.170121 0.073 -0.036 0.034
C -5.311526 1.802951 1.365657 -0.006 -0.023 -0.017
C -6.104123 2.183449 2.440523 0.001 -0.015 -0.003
C -5.661182 3.158407 3.322922 -0.008 0.009 0.016
C -4.424208 3.760000 3.133182 0.007 0.002 0.006
C -3.627823 3.384285 2.061172 -0.035 -0.022 0.012
H -2.980457 3.969524 -1.565945 0.002 -0.032 -0.016
H -1.845938 4.131869 -0.215279 -0.014 0.022 0.010
H -0.521731 3.883816 -2.371177 -0.008 0.007 0.020
H -1.358717 2.371846 -2.689258 -0.013 0.039 0.016
H 0.962732 4.952321 -1.126777 -0.008 -0.005 0.000
H 1.562279 6.751736 0.426748 -0.005 0.000 0.002
H 1.801487 6.288694 2.842352 0.003 -0.002 -0.002
H 1.485082 3.989754 3.693355 0.001 0.000 0.009
H 0.951495 2.165487 2.129205 0.038 0.092 -0.022
H 3.254474 2.757304 -0.879608 -0.048 0.093 -0.111
H 4.945889 2.816655 -2.662295 -0.003 0.017 0.013
H 4.366365 2.087830 -4.952468 0.002 -0.004 0.001
H 2.070157 1.324585 -5.464499 -0.006 0.002 0.016
H 0.361410 1.298459 -3.700541 -0.078 -0.105 -0.033
H -2.668342 -0.528641 -1.976713 0.025 -0.006 -0.006
H -3.879054 -1.336480 -3.955669 -0.005 0.000 0.003
H -5.935819 -0.179215 -4.702065 0.002 0.005 -0.001
H -6.743856 1.813197 -3.488376 -0.001 0.000 0.001
H -5.503450 2.670242 -1.542549 0.007 -0.003 -0.001
H -5.664451 1.044909 0.676100 0.013 0.002 0.006
H -7.072113 1.721782 2.584500 0.002 -0.003 0.001
H -6.282824 3.454407 4.157264 -0.002 0.005 -0.003
H -4.082966 4.527031 3.815697 0.005 -0.002 0.002
H -2.664459 3.862277 1.920527 0.029 0.016 -0.001
C 2.608409 -4.410795 1.015307 0.015 0.041 0.094
Si 1.786520 -2.936680 1.824555 0.181 0.048 -0.104
C 3.079359 -1.849860 2.623994 -0.046 -0.029 0.050
C 0.626894 -3.551186 3.174811 0.062 0.005 -0.055
Si 0.577924 -1.693088 0.138672 -0.280 -0.065 0.184
Si 0.977189 -2.664722 -1.999698 0.122 0.208 -0.044
C 0.850761 -4.529681 -2.130486 -0.031 0.039 0.028
C -0.169290 -1.894742 -3.294373 0.088 -0.021 0.063
C 2.740568 -2.071667 -2.263669 0.002 -0.106 -0.136
Si -3.107744 -4.291795 0.210839 0.000 -0.075 -0.078
C -2.217263 -5.888772 0.487708 0.014 0.083 -0.039
C -4.848651 -4.234192 0.847857 0.057 -0.003 -0.031
C -2.935535 -3.628360 -1.516954 -0.021 -0.039 -0.021
H 3.258126 -4.877391 1.761148 0.001 -0.022 -0.012
H 3.240175 -4.128559 0.171339 -0.026 0.005 -0.001
H 1.894296 -5.164638 0.681513 0.007 0.021 0.060
H 3.594830 -2.442729 3.385739 -0.003 -0.005 -0.004
H 2.651775 -0.984223 3.138420 -0.010 0.010 -0.009
H 3.840025 -1.486719 1.933249 0.017 0.033 -0.064
H 1.194405 -4.285903 3.753442 -0.017 -0.009 0.003
H -0.275268 -4.040465 2.808851 -0.007 -0.008 -0.019
H 0.349755 -2.758160 3.871867 0.028 0.016 0.001
H -0.183546 -4.861375 -2.234031 -0.015 0.015 0.027
H 1.305224 -5.062303 -1.298306 0.023 0.020 -0.037
H 1.382321 -4.827885 -3.038808 -0.024 -0.010 -0.012
H -1.009484 -2.548275 -3.529889 -0.013 -0.033 0.003
H 0.381745 -1.717601 -4.220695 0.013 0.001 -0.011
H -0.578412 -0.933004 -2.975323 0.044 0.079 -0.012
H 3.405687 -2.214027 -1.409121 -0.047 0.000 0.028
H 2.751382 -1.013034 -2.528396 0.003 0.102 -0.001
H 3.180790 -2.620066 -3.102547 -0.002 0.041 -0.008
H -2.208795 -6.163591 1.543017 -0.003 -0.008 0.012
H -1.182776 -5.820088 0.139857 -0.021 0.003 0.021
H -2.694467 -6.699323 -0.066638 -0.017 0.007 -0.007
H -4.893692 -4.462166 1.914058 -0.002 -0.005 0.002
H -5.471684 -4.966174 0.329253 0.017 -0.002 -0.020
H -5.294140 -3.251392 0.676084 0.006 0.006 0.022
H -2.629150 -4.416212 -2.207049 -0.030 -0.013 -0.023
H -2.180558 -2.841696 -1.552579 0.041 -0.006 0.019
H -3.874495 -3.203778 -1.876204 0.009 0.022 0.017
N 2.794661 0.865923 0.509753 -0.247 -0.397 0.053
C 4.220535 0.873674 0.581862 0.151 0.002 0.089
C 4.987016 0.615280 -0.549872 0.059 -0.198 0.128
C 6.370358 0.633161 -0.462347 0.000 0.020 -0.076
C 6.999740 0.918154 0.739374 0.043 0.011 0.029
C 6.232617 1.186556 1.861359 0.018 0.023 0.051
C 4.846965 1.167554 1.786423 -0.032 0.029 -0.023
S 8.802115 0.943146 0.815703 -0.084 -0.029 -0.017
O 9.082629 0.822323 2.234082 0.005 0.007 0.038
O 9.175679 -0.204906 0.008394 0.008 -0.007 -0.011
O 9.130723 2.229834 0.229071 -0.007 0.027 -0.015
H 2.399668 0.564010 1.392380 0.027 -0.060 0.022
H 2.458515 0.232901 -0.210898 0.129 0.013 -0.020
H 4.505090 0.387251 -1.492032 0.011 -0.123 0.053
H 6.985086 0.409869 -1.325736 -0.006 -0.016 -0.002
H 6.743629 1.390830 2.793587 -0.004 0.002 0.000
H 4.248689 1.372625 2.670740 -0.006 -0.006 -0.007